No. 1
{"formula": "C21H20F4N5Ru", "method": "ωB97M-V/def2-TZVPD", "elements": ["Ru", "F", "F", "F", "F", "N", "N", "N", "N", "N", "C", "C", "C", "C", "C", "C", "C", "C", "C", "C", "C", "C", "C", "C", "C", "C", "C", "C", "C", "C", "C", "H", "H", "H", "H", "H", "H", "H", "H", "H", "H", "H", "H", "H", "H", "H", "H", "H", "H", "H", "H"], "coordinates": [[-0.07, 0.04, -0.78], [3.74, -5.09, 0.60], [1.17, -4.45, 0.64], [2.25, -0.12, -0.95], [4.84, -0.81, -1.01], [-0.23, 2.78, 0.36], [0.33, -1.80, -0.16], [-0.06, 1.63, 0.78], [-2.02, -0.71, -0.94], [-0.25, 1.82, -1.76], [-0.83, -2.69, -0.02], [-2.08, -1.83, 0.04], [-0.21, 1.94, -3.09], [-0.26, 3.16, -3.73], [0.04, 2.26, 4.42], [-3.04, 0.31, -0.61], [1.61, -2.26, -0.15], [-0.42, 4.19, -1.58], [2.05, -3.54, 0.23], [4.35, -2.98, -0.20], [3.96, -1.70, -0.59], [0.03, 1.44, 2.17], [-0.31, 2.93, -1.01], [2.63, -1.36, -0.54], [0.24, -0.11, 4.00], [0.17, 0.95, 4.89], [-2.20, -1.19, -2.32], [-0.38, 4.30, -2.96], [0.17, 0.13, 2.64], [3.39, -3.87, 0.22], [-0.03, 2.51, 3.07], [0.34, -1.12, 4.37], [-0.50, 5.04, -0.92], [-0.13, 3.52, 2.69], [0.21, 0.76, 5.96], [-2.94, 1.15, -1.29], [-0.77, -3.29, 0.89], [-3.12, -1.78, -2.41], [-0.13, 1.01, -3.65], [0.23, -0.67, 1.92], [-2.17, -1.39, 1.03], [-0.01, 3.08, 5.13], [5.40, -3.26, -0.22], [-2.89, 0.65, 0.42], [-4.05, -0.10, -0.70], [-2.27, -0.34, -3.00], [-0.84, -3.40, -0.86], [-0.20, 3.22, -4.81], [-0.44, 5.28, -3.43], [-1.36, -1.82, -2.62], [-2.96, -2.45, -0.14]], "mulliken_charge": [0.28, -0.25, -0.26, -0.28, -0.26, -0.82, 0.32, 1.10, 0.30, 0.40, -0.84, -1.24, -0.26, -0.83, -0.68, -1.03, -0.21, -0.59, 0.71, -0.31, -0.19, 0.29, 0.20, 0.68, -0.93, -0.46, -0.98, -0.37, 0.21, -0.02, -0.54, 0.41, 0.57, 0.48, 0.43, 0.28, 0.51, 0.31, 0.56, 0.56, 0.50, 0.41, 0.54, 0.33, 0.40, 0.42, 0.60, 0.45, 0.43, 0.32, 0.37], "spin_multiplicity": 2, "charge": 2, "energy_ha": -1579.741560, "orbital_gap_ev": [7.275, 6.396], "max_force_ev_per_a": 1.9}

---

No. 2
{"formula": "C13H22CoN2O5PS2", "method": "ωB97M-V/def2-TZVPD", "elements": ["Co", "S", "S", "P", "O", "O", "O", "O", "O", "N", "N", "C", "C", "C", "C", "C", "C", "C", "C", "C", "C", "C", "C", "C", "H", "H", "H", "H", "H", "H", "H", "H", "H", "H", "H", "H", "H", "H", "H", "H", "H", "H", "H", "H", "H", "H"], "coordinates": [[0.53, 0.27, 1.10], [2.78, -0.71, 1.42], [0.48, -1.45, -0.80], [2.43, -1.22, -0.46], [3.23, -2.51, -1.01], [-1.11, 1.26, 0.72], [1.24, 1.81, 0.02], [-0.03, -0.59, 2.66], [3.11, -0.12, -1.41], [-0.81, 2.39, 0.12], [0.38, 2.69, -0.26], [2.77, -3.84, -0.73], [2.91, -4.23, 0.73], [-2.42, -0.94, 2.20], [-4.17, 3.88, 0.18], [-3.12, 3.00, 0.39], [-1.13, -1.41, 2.87], [-1.86, 3.31, -0.11], [2.77, -0.64, -3.77], [2.52, 0.33, -2.63], [-1.65, 4.49, -0.82], [-2.71, 5.36, -1.02], [-3.97, 5.06, -0.52], [-0.83, -2.86, 2.47], [-1.67, -3.52, 2.74], [2.67, -5.29, 0.84], [-5.15, 3.64, 0.57], [-2.64, 0.09, 2.49], [3.84, -0.79, -3.91], [2.25, -3.65, 1.36], [1.72, -3.92, -1.04], [-3.25, 2.07, 0.93], [2.30, -1.60, -3.56], [-2.33, -0.98, 1.11], [2.34, -0.24, -4.69], [-4.79, 5.75, -0.68], [3.37, -4.48, -1.37], [-1.32, -1.41, 3.96], [1.45, 0.48, -2.47], [3.94, -4.07, 1.07], [-3.25, -1.58, 2.50], [-2.54, 6.28, -1.56], [-0.65, -2.93, 1.40], [2.97, 1.30, -2.82], [0.07, -3.20, 2.99], [-0.66, 4.71, -1.20]], "mulliken_charge": [0.23, -0.47, -0.56, 1.13, -0.36, -0.76, -0.42, -0.58, -0.48, 1.13, -0.40, -0.34, -0.72, -1.20, -0.49, -0.29, 0.55, 0.23, -1.07, -0.23, -0.37, -0.43, -0.50, -1.14, 0.45, 0.39, 0.36, 0.22, 0.26, 0.01, 0.31, 0.35, 0.23, 0.18, 0.41, 0.36, 0.30, 0.16, 0.24, 0.26, 0.51, 0.35, 0.16, 0.35, 0.25, 0.44], "spin_multiplicity": 2, "charge": -1, "energy_ha": -3514.853806, "orbital_gap_ev": [7.242, 7.346], "e_above_lowest_ev": 0.0992, "max_force_ev_per_a": 0.5}

---

No. 3
{"formula": "C34H40BrCl4N7NiO2", "method": "ωB97M-V/def2-TZVPD", "elements": ["Br", "Ni", "Cl", "Cl", "Cl", "Cl", "O", "O", "N", "N", "N", "N", "N", "N", "N", "C", "C", "C", "C", "C", "C", "C", "C", "C", "C", "C", "C", "C", "C", "C", "C", "C", "C", "C", "C", "C", "C", "C", "C", "C", "C", "C", "C", "C", "C", "C", "C", "C", "C", "H", "H", "H", "H", "H", "H", "H", "H", "H", "H", "H", "H", "H", "H", "H", "H", "H", "H", "H", "H", "H", "H", "H", "H", "H", "H", "H", "H", "H", "H", "H", "H", "H", "H", "H", "H", "H", "H", "H", "H"], "coordinates": [[0.81, 1.38, 6.52], [-0.95, 1.73, 0.00], [1.31, 1.99, -0.88], [4.12, 6.59, -0.36], [5.49, 1.71, 3.09], [-1.25, 6.58, 0.17], [1.82, -5.49, 0.17], [-0.97, 3.68, -0.31], [-5.07, 1.85, -1.66], [-0.08, -2.41, -0.37], [-1.00, -2.40, -1.36], [-5.11, 3.13, 0.40], [-3.13, 1.83, -0.18], [-5.19, 0.71, 0.49], [-0.76, -0.35, -0.49], [3.11, -2.09, -0.96], [-0.48, 1.59, 1.97], [3.01, -3.57, -0.55], [0.23, 5.72, -0.12], [4.11, -0.50, 2.38], [3.55, -1.37, 1.45], [-1.00, 1.80, 4.36], [1.23, 1.23, 3.70], [-3.66, 3.09, 0.43], [1.68, -4.33, -0.67], [0.04, -1.19, 0.15], [0.30, 1.48, 4.69], [1.43, 6.41, -0.13], [4.45, -0.06, -0.33], [-5.64, 1.96, 1.10], [-0.02, -5.50, -2.16], [-3.74, 0.68, 0.53], [4.82, 0.60, 1.94], [-1.37, -1.15, -1.41], [1.39, 3.72, -0.57], [-5.61, 0.70, -0.92], [0.83, 1.29, 2.37], [0.15, 4.33, -0.33], [2.38, -5.89, -2.54], [5.00, 0.82, 0.58], [1.41, -3.70, -3.16], [2.61, 5.73, -0.36], [1.35, -4.83, -2.12], [-5.54, 3.07, -1.00], [3.71, -1.17, 0.08], [-3.62, 1.81, -1.58], [2.61, 4.36, -0.59], [-1.36, 1.86, 3.02], [0.52, -3.66, 0.10], [0.88, -3.46, 1.11], [-3.25, 3.93, -0.12], [-3.26, 0.91, -2.07], [-3.31, 3.16, 1.46], [4.60, 0.11, -1.39], [-2.10, -0.80, -2.13], [3.41, -5.54, -2.47], [2.43, -3.32, -3.28], [-0.11, -6.25, -1.38], [3.73, -2.00, -1.86], [-0.28, -4.38, 0.18], [-0.14, -6.01, -3.12], [-5.26, -0.22, -1.39], [-5.15, 3.94, -1.53], [-5.31, 1.99, 2.14], [-6.69, 0.73, -0.97], [1.60, 1.12, 1.63], [-6.73, 1.99, 1.07], [1.43, 7.48, 0.04], [2.14, -1.70, -1.26], [5.58, 1.67, 0.25], [3.52, 3.82, -0.77], [-1.73, 2.02, 5.14], [-0.83, -4.78, -2.07], [-3.20, 2.68, -2.09], [0.75, -2.87, -2.92], [3.99, -0.67, 3.44], [3.31, -3.67, 0.49], [-3.38, -0.24, 0.07], [3.76, -4.13, -1.11], [-2.39, 2.14, 2.82], [-6.63, 3.10, -1.04], [2.20, -6.15, -3.58], [2.25, 1.01, 3.97], [2.99, -2.22, 1.83], [1.10, -4.10, -4.12], [2.28, -6.81, -1.96], [0.68, -0.94, 0.98], [-3.40, 0.69, 1.57], [2.59, -5.99, -0.11]], "mulliken_charge": [-0.24, -0.05, -0.10, -0.25, -0.24, -0.22, -0.73, -0.53, 0.05, 1.05, -0.86, 0.11, 1.16, 0.01, 0.24, -0.60, 0.02, -1.91, 0.54, -1.20, -0.09, -1.08, -0.59, -0.83, 1.92, -0.41, -0.18, -0.86, -0.42, -0.61, -1.84, -0.70, 0.45, -0.74, 1.03, -0.77, 0.90, -0.79, -1.90, -0.79, -1.64, 0.41, 2.26, -0.69, 0.54, -0.60, -1.11, 0.62, -2.79, 0.48, 0.28, 0.10, 0.19, 0.40, 0.45, 0.34, 0.24, 0.38, 0.57, 0.56, 0.49, 0.36, 0.33, 0.36, 0.34, 0.35, 0.35, 0.44, 0.50, 0.47, 0.44, 0.44, 0.24, 0.15, 0.16, 0.50, 0.84, 0.13, 0.27, 0.05, 0.36, 0.46, 0.40, 0.05, 0.59, 0.53, 0.55, 0.35, 0.53], "spin_multiplicity": 3, "charge": 0, "energy_ha": -7776.481302, "orbital_gap_ev": [7.851, 8.010], "max_force_ev_per_a": 0.6}

---

Repeat the first record exactly.
{"formula": "C21H20F4N5Ru", "method": "ωB97M-V/def2-TZVPD", "elements": ["Ru", "F", "F", "F", "F", "N", "N", "N", "N", "N", "C", "C", "C", "C", "C", "C", "C", "C", "C", "C", "C", "C", "C", "C", "C", "C", "C", "C", "C", "C", "C", "H", "H", "H", "H", "H", "H", "H", "H", "H", "H", "H", "H", "H", "H", "H", "H", "H", "H", "H", "H"], "coordinates": [[-0.07, 0.04, -0.78], [3.74, -5.09, 0.60], [1.17, -4.45, 0.64], [2.25, -0.12, -0.95], [4.84, -0.81, -1.01], [-0.23, 2.78, 0.36], [0.33, -1.80, -0.16], [-0.06, 1.63, 0.78], [-2.02, -0.71, -0.94], [-0.25, 1.82, -1.76], [-0.83, -2.69, -0.02], [-2.08, -1.83, 0.04], [-0.21, 1.94, -3.09], [-0.26, 3.16, -3.73], [0.04, 2.26, 4.42], [-3.04, 0.31, -0.61], [1.61, -2.26, -0.15], [-0.42, 4.19, -1.58], [2.05, -3.54, 0.23], [4.35, -2.98, -0.20], [3.96, -1.70, -0.59], [0.03, 1.44, 2.17], [-0.31, 2.93, -1.01], [2.63, -1.36, -0.54], [0.24, -0.11, 4.00], [0.17, 0.95, 4.89], [-2.20, -1.19, -2.32], [-0.38, 4.30, -2.96], [0.17, 0.13, 2.64], [3.39, -3.87, 0.22], [-0.03, 2.51, 3.07], [0.34, -1.12, 4.37], [-0.50, 5.04, -0.92], [-0.13, 3.52, 2.69], [0.21, 0.76, 5.96], [-2.94, 1.15, -1.29], [-0.77, -3.29, 0.89], [-3.12, -1.78, -2.41], [-0.13, 1.01, -3.65], [0.23, -0.67, 1.92], [-2.17, -1.39, 1.03], [-0.01, 3.08, 5.13], [5.40, -3.26, -0.22], [-2.89, 0.65, 0.42], [-4.05, -0.10, -0.70], [-2.27, -0.34, -3.00], [-0.84, -3.40, -0.86], [-0.20, 3.22, -4.81], [-0.44, 5.28, -3.43], [-1.36, -1.82, -2.62], [-2.96, -2.45, -0.14]], "mulliken_charge": [0.28, -0.25, -0.26, -0.28, -0.26, -0.82, 0.32, 1.10, 0.30, 0.40, -0.84, -1.24, -0.26, -0.83, -0.68, -1.03, -0.21, -0.59, 0.71, -0.31, -0.19, 0.29, 0.20, 0.68, -0.93, -0.46, -0.98, -0.37, 0.21, -0.02, -0.54, 0.41, 0.57, 0.48, 0.43, 0.28, 0.51, 0.31, 0.56, 0.56, 0.50, 0.41, 0.54, 0.33, 0.40, 0.42, 0.60, 0.45, 0.43, 0.32, 0.37], "spin_multiplicity": 2, "charge": 2, "energy_ha": -1579.741560, "orbital_gap_ev": [7.275, 6.396], "max_force_ev_per_a": 1.9}